Entry 1:
# C2H3NO2S2

An isolated molecule of C2H3NO2S2 (wB97M-V/def2-TZVPD, OMol25).

Last column: Löwdin charge in e.
Atoms and positions in Å:
1 N -1.944 0.355 0.738  -0.042
2 S -0.461 -0.328 0.169  0.523
3 O -0.938 -1.149 -0.856  -0.311
4 O 0.292 -0.957 1.259  -0.419
5 C 0.797 0.872 -0.419  -0.441
6 C 2.023 0.109 -1.117  -0.374
7 S 2.421 0.388 0.461  0.919
8 H -2.112 0.907 1.521  0.040
9 H -2.694 0.138 0.151  0.035
10 H 2.617 -0.335 -1.908  0.069

Forces on atoms 1 to 6 (eV/Å):
N 3.60 -1.16 -1.24
S 0.60 0.36 3.45
O -0.95 -1.37 -2.50
O -1.52 0.70 -0.26
C 2.06 -1.31 -2.29
C -2.73 2.25 3.52

Properties
HOMO energy in eV: -8.7
Maximum force in eV/A: 5.0
Total charge: 0
HOMO-LUMO gap in eV: 7.397
SMILES string: NS(=O)(=O)C1=CS1

***

Entry 2:
# C2H3NO3

A 2-piece molecular cluster, C2H3NO3 overall (wB97M-V/def2-TZVPD, OMol25).

Last column: Löwdin charge in e.
Atoms and positions in Å:
1 C -2.443 1.465 -1.304  0.000
2 C 0.663 -0.504 0.214  -0.613
3 N 0.113 0.613 0.350  0.109
4 O 0.840 -1.457 1.246  0.046
5 O 1.366 -0.809 -0.824  0.163
6 O -1.316 1.416 -1.361  -0.041
7 H 0.086 -1.318 1.886  0.125
8 H 1.127 -0.206 -1.479  0.092
9 H -0.437 0.800 1.273  0.119

Forces on atoms 1 to 6 (eV/Å):
C 0.74 -0.03 0.00
C 0.11 -0.15 4.43
N -1.50 0.81 2.33
O -1.59 0.74 -0.85
O 1.28 -2.69 0.21
O -1.57 0.47 -0.99

Properties
HOMO energy in eV: -10.1
Maximum force in eV/A: 4.4
Total charge: 0
HOMO-LUMO gap in eV: 10.564

***

Entry 3:
# C2H3NO3S

A 2-piece molecular cluster, C2H3NO3S overall (wB97M-V/def2-TZVPD, OMol25).

Last column: Löwdin charge in e.
Atoms and positions in Å:
1 C 0.405 0.208 0.385  -0.372
2 C 2.356 -0.587 -0.799  0.025
3 N 1.224 -0.571 -0.290  0.058
4 O -0.617 0.756 0.028  -0.064
5 O -3.007 -0.697 0.512  -0.437
6 O -3.734 1.584 0.667  -0.426
7 S -3.190 0.556 -0.170  0.865
8 H 0.780 0.113 1.547  0.185
9 H 3.034 0.222 -0.876  0.079
10 H 2.748 -1.583 -1.004  0.087

Forces on atoms 1 to 6 (eV/Å):
C -0.34 0.66 3.25
C 0.27 -1.63 0.49
N -0.03 -0.73 -0.85
O 1.00 -0.07 0.02
O 0.00 -0.02 -0.72
O 0.04 0.44 -0.49

Properties
HOMO energy in eV: -10.5
Maximum force in eV/A: 3.3
Total charge: 0
HOMO-LUMO gap in eV: 10.305

***

Entry 4:
# C2H3NO3S

A 2-piece molecular cluster, C2H3NO3S overall (wB97M-V/def2-TZVPD, OMol25).

Last column: Löwdin charge in e.
Atoms and positions in Å:
1 C -1.539 -1.378 -0.591  -0.425
2 C 0.806 -0.943 -0.386  0.042
3 N -0.443 -0.777 -0.153  0.043
4 O -2.192 -1.207 -1.584  0.052
5 O 1.835 1.900 1.074  -0.450
6 O 0.433 3.934 1.324  -0.416
7 S 0.547 2.563 0.978  0.881
8 H -2.012 -1.967 0.156  0.114
9 H 1.525 -0.302 0.184  0.064
10 H 1.041 -1.822 -1.001  0.095

Forces on atoms 1 to 6 (eV/Å):
C -1.98 -0.75 -0.33
C -1.83 -0.42 0.89
N 3.24 1.81 0.29
O 0.42 0.62 -1.32
O -1.09 0.71 -0.04
O 0.13 0.60 0.19

Properties
HOMO energy in eV: -10.1
Maximum force in eV/A: 3.7
Total charge: 0
HOMO-LUMO gap in eV: 8.830

***

Entry 5:
# C2H3NOS

An isolated molecule of C2H3NOS (wB97M-V/def2-TZVPD, OMol25).

Last column: Löwdin charge in e.
Atoms and positions in Å:
1 N -1.116 -0.306 0.587  0.169
2 C -0.357 0.451 -0.250  -0.548
3 O -0.539 1.597 -0.592  0.063
4 C 1.078 -0.212 -0.721  -0.491
5 S 1.836 -1.260 0.268  0.712
6 H -0.619 -0.888 1.162  0.023
7 H -1.876 0.185 0.863  0.071
8 H 1.593 0.434 -1.316  0.001

Forces on atoms 1 to 6 (eV/Å):
N 1.56 0.80 -3.46
C 2.55 -0.60 -0.94
O -0.47 -0.59 -0.03
C -2.63 -0.86 4.50
S -0.51 0.35 -1.04
H 1.04 -1.92 1.66

Properties
HOMO energy in eV: -9.2
Maximum force in eV/A: 5.3
Total charge: 0
HOMO-LUMO gap in eV: 8.065
SMILES string: NC(=O)C=S

***

Entry 6:
# C2H3NOS

An isolated molecule of C2H3NOS (wB97M-V/def2-TZVPD, OMol25).

Last column: Löwdin charge in e.
Atoms and positions in Å:
1 C -1.586 -0.514 0.063  -0.717
2 C 1.836 0.515 -0.013  0.067
3 N -0.307 -0.345 -0.002  -0.010
4 O 0.521 0.838 0.063  -0.084
5 S -3.190 0.166 0.228  0.527
6 H -1.916 -1.617 -0.182  0.066
7 H 2.282 -0.434 0.196  0.076
8 H 2.359 1.391 -0.352  0.075

Forces on atoms 1 to 6 (eV/Å):
C -3.59 -0.85 -0.68
C -2.14 1.80 -0.08
N 2.49 -1.03 0.03
O -0.68 -1.78 -0.19
S 2.00 0.67 0.22
H 1.94 1.74 0.51

Properties
HOMO energy (alpha / beta) in eV: -8.8 / -8.0
Maximum force in eV/A: 3.7
Total charge: 0
HOMO-LUMO gap (alpha / beta) in eV: 8.238 / 5.271

***

Entry 7:
# C2H3NOS

An isolated molecule of C2H3NOS (wB97M-V/def2-TZVPD, OMol25).

Last column: Löwdin charge in e.
Atoms and positions in Å:
1 N -0.533 -1.165 0.224  0.020
2 C -0.162 -0.083 -0.506  -0.967
3 S 0.261 -0.326 -2.020  0.767
4 C 0.304 1.103 0.112  -0.263
5 O 0.275 1.248 1.394  -0.017
6 H -0.126 -2.189 0.009  0.177
7 H -0.500 -0.746 1.217  0.120
8 H 0.480 2.158 -0.430  0.164

Forces on atoms 1 to 6 (eV/Å):
N 0.68 -0.08 3.07
C 1.02 -3.81 -1.41
S 0.44 0.48 -2.72
C -1.04 6.07 5.95
O 0.46 -1.33 -4.57
H -1.38 3.61 0.59

Properties
HOMO energy in eV: -9.3
Maximum force in eV/A: 8.6
Total charge: 0
HOMO-LUMO gap in eV: 7.737
SMILES string: NC(=S)C=O

***

Entry 8:
# C2H3NOS

An isolated molecule of C2H3NOS (wB97M-V/def2-TZVPD, OMol25).

Last column: Löwdin charge in e.
Atoms and positions in Å:
1 O -2.153 -0.703 -0.161  0.002
2 C -1.288 0.197 -0.118  -0.193
3 N 0.001 -0.397 0.281  -0.036
4 C 1.184 0.234 0.119  -0.743
5 S 2.707 -0.406 -0.151  0.581
6 H -1.454 1.251 -0.541  0.164
7 H 0.087 -1.451 0.282  0.160
8 H 0.917 1.275 0.288  0.064

Forces on atoms 1 to 6 (eV/Å):
O 1.30 3.60 -0.01
C -1.06 -5.13 -0.31
N 0.00 -0.33 -0.87
C 0.90 0.20 0.29
S -2.07 0.74 0.45
H 0.80 -1.27 1.09

Properties
HOMO energy in eV: -9.1
Maximum force in eV/A: 5.2
Total charge: 0
HOMO-LUMO gap in eV: 8.762
SMILES string: O=CNC=S